(1)
{"formula": "C55H64BrFN3O", "method": "ωB97M-V/def2-TZVPD", "symbols": ["C", "C", "O", "C", "C", "C", "C", "C", "C", "C", "Br", "C", "N", "C", "C", "F", "N", "C", "N", "H", "H", "H", "H", "H", "H", "H", "H", "H", "H", "H", "H", "H", "H", "H", "H", "H", "H", "H", "H", "H", "H", "C", "C", "C", "C", "C", "C", "H", "H", "H", "H", "H", "H", "C", "C", "C", "C", "C", "C", "H", "H", "H", "H", "H", "H", "C", "C", "C", "C", "C", "C", "H", "H", "H", "H", "H", "H", "C", "C", "C", "C", "C", "C", "H", "H", "H", "H", "H", "H", "C", "C", "C", "C", "C", "C", "H", "H", "H", "H", "H", "H", "C", "C", "C", "C", "C", "C", "H", "H", "H", "H", "H", "H", "C", "C", "C", "C", "C", "C", "H", "H", "H", "H", "H", "H"], "positions_angstrom": [[-0.852, 8.263, 0.475], [0.481, 8.747, -0.348], [0.219, 9.563, -1.542], [-0.861, 9.015, -2.376], [-0.662, 7.457, -2.845], [0.847, 7.247, -3.518], [0.978, 5.813, -4.351], [1.063, 4.595, -3.259], [2.535, 3.908, -3.076], [2.713, 2.255, -2.880], [1.160, 0.964, -2.885], [4.281, 1.721, -2.648], [5.367, 2.766, -2.643], [6.786, 2.187, -2.420], [7.809, 3.341, -1.789], [9.176, 2.721, -1.682], [5.322, 4.115, -2.808], [3.984, 4.741, -3.017], [3.968, 6.276, -3.182], [-1.681, 9.102, 0.507], [-0.497, 8.086, 1.602], [-1.288, 7.227, 0.123], [1.101, 9.442, 0.398], [1.146, 7.800, -0.525], [-0.860, 9.662, -3.380], [-1.950, 9.172, -1.923], [-0.706, 6.735, -1.925], [-1.422, 7.140, -3.710], [1.175, 8.172, -4.188], [1.594, 7.266, -2.590], [0.000, 5.731, -5.029], [1.906, 5.803, -5.083], [0.292, 3.763, -3.632], [0.631, 4.978, -2.230], [4.430, 0.573, -2.471], [7.234, 1.886, -3.461], [6.767, 1.278, -1.676], [7.477, 3.702, -0.716], [7.942, 4.274, -2.494], [4.807, 6.529, -3.750], [4.177, 6.631, -2.206], [1.445, 4.426, 1.975], [2.235, 4.280, 0.836], [3.243, 3.316, 0.804], [3.454, 2.492, 1.910], [2.662, 2.636, 3.048], [1.660, 3.606, 3.083], [0.662, 5.179, 2.000], [2.066, 4.917, -0.028], [3.863, 3.207, -0.081], [4.237, 1.738, 1.884], [2.825, 1.993, 3.909], [1.046, 3.722, 3.972], [3.219, -1.873, 2.402], [4.258, -1.104, 1.881], [5.504, -1.096, 2.508], [5.712, -1.866, 3.653], [4.674, -2.639, 4.172], [3.426, -2.639, 3.550], [2.247, -1.877, 1.915], [4.097, -0.509, 0.985], [6.311, -0.491, 2.106], [6.684, -1.864, 4.139], [4.837, -3.240, 5.063], [2.615, -3.237, 3.958], [1.118, -5.276, -1.573], [1.225, -3.898, -1.762], [2.324, -3.207, -1.252], [3.322, -3.896, -0.562], [3.217, -5.275, -0.377], [2.113, -5.964, -0.879], [0.260, -5.814, -1.968], [0.451, -3.363, -2.305], [2.403, -2.133, -1.393], [4.181, -3.359, -0.170], [3.995, -5.811, 0.159], [2.029, -7.037, -0.730], [-2.427, -2.400, -3.270], [-3.017, -2.350, -4.532], [-3.996, -3.279, -4.883], [-4.392, -4.254, -3.966], [-3.804, -4.302, -2.703], [-2.819, -3.379, -2.356], [-1.661, -1.678, -2.998], [-2.714, -1.586, -5.244], [-4.452, -3.243, -5.869], [-5.159, -4.975, -4.238], [-4.114, -5.061, -1.988], [-2.357, -3.420, -1.373], [-1.490, 2.799, 2.284], [-2.303, 1.834, 1.690], [-3.666, 1.792, 1.984], [-4.217, 2.722, 2.865], [-3.405, 3.689, 3.456], [-2.041, 3.725, 3.169], [-0.427, 2.829, 2.057], [-1.874, 1.113, 0.998], [-4.298, 1.036, 1.526], [-5.280, 2.693, 3.091], [-3.835, 4.415, 4.142], [-1.407, 4.475, 3.634], [-2.621, -7.984, 1.464], [-2.280, -7.462, 0.217], [-3.094, -7.706, -0.889], [-4.255, -8.466, -0.745], [-4.598, -8.985, 0.503], [-3.780, -8.748, 1.607], [-1.985, -7.796, 2.325], [-1.378, -6.864, 0.106], [-2.824, -7.304, -1.862], [-4.892, -8.652, -1.606], [-5.504, -9.575, 0.615], [-4.044, -9.158, 2.577], [-8.488, -6.465, 4.743], [-7.698, -6.612, 3.604], [-6.690, -7.575, 3.573], [-6.478, -8.399, 4.678], [-7.271, -8.255, 5.816], [-8.273, -7.286, 5.851], [-9.271, -5.712, 4.769], [-7.867, -5.974, 2.740], [-6.070, -7.685, 2.687], [-5.696, -9.153, 4.652], [-7.108, -8.899, 6.677], [-8.887, -7.170, 6.740]], "lowdin_charge": [-0.12, -0.25, -0.21, -0.22, -0.17, -0.21, -0.20, -0.17, 0.00, -0.43, 0.68, 0.07, -0.15, -0.09, -0.11, -0.13, 0.13, -0.09, 0.06, 0.10, 0.09, 0.07, 0.14, 0.10, 0.14, 0.13, 0.08, 0.13, 0.13, 0.08, 0.13, 0.11, 0.11, 0.12, 0.15, 0.15, 0.15, 0.14, 0.13, 0.10, 0.11, -0.10, -0.09, -0.10, -0.08, -0.06, -0.10, 0.10, 0.08, 0.07, 0.08, 0.11, 0.11, -0.10, -0.13, -0.10, -0.09, -0.08, -0.08, 0.10, 0.08, 0.10, 0.10, 0.11, 0.11, -0.09, -0.09, -0.11, -0.10, -0.08, -0.09, 0.10, 0.09, 0.08, 0.09, 0.11, 0.10, -0.11, -0.10, -0.09, -0.09, -0.09, -0.10, 0.08, 0.10, 0.10, 0.10, 0.09, 0.10, -0.10, -0.09, -0.09, -0.09, -0.09, -0.10, 0.07, 0.10, 0.10, 0.10, 0.10, 0.09, -0.09, -0.10, -0.11, -0.09, -0.10, -0.10, 0.10, 0.09, 0.09, 0.10, 0.11, 0.09, -0.10, -0.09, -0.09, -0.10, -0.10, -0.10, 0.10, 0.10, 0.08, 0.09, 0.10, 0.10], "orbital_gap_ev": 5.1, "total_charge": 1, "energy_ha": -5046.8822, "homo_energy_ev": -10.26}

---

(2)
{"formula": "C13H28Br2Cl8N3O6P3", "method": "ωB97M-V/def2-TZVPD", "symbols": ["C", "C", "C", "C", "C", "C", "Br", "C", "O", "N", "C", "Br", "P", "N", "O", "C", "P", "N", "O", "P", "O", "O", "O", "H", "H", "H", "H", "H", "H", "H", "H", "H", "H", "H", "H", "H", "H", "H", "H", "H", "H", "H", "H", "C", "Cl", "Cl", "H", "H", "C", "Cl", "Cl", "H", "H", "C", "Cl", "Cl", "H", "H", "C", "Cl", "Cl", "H", "H"], "positions_angstrom": [[2.279, -1.872, 1.987], [1.542, -0.545, 2.185], [2.028, 0.516, 1.201], [1.358, 0.580, -0.193], [2.078, 1.744, -0.908], [-0.195, 0.723, -0.251], [-0.662, 1.959, 1.288], [-0.795, 1.674, -1.327], [-0.259, 2.355, -2.136], [-2.223, 1.507, -1.272], [-2.383, 0.075, -1.380], [-2.262, -0.234, -3.342], [-4.243, -0.231, -1.224], [-4.432, -1.934, -1.183], [-4.464, 0.262, 0.351], [-1.175, -0.499, -0.466], [-2.133, -1.479, 0.952], [-2.433, -0.445, 2.264], [-1.015, -2.444, 1.654], [-0.320, -1.829, -1.426], [0.540, -1.302, -2.505], [0.574, -2.716, -0.437], [-1.479, -2.839, -1.816], [3.094, -1.927, 2.716], [1.651, -2.749, 2.130], [2.785, -1.946, 1.022], [1.718, -0.207, 3.209], [0.466, -0.646, 2.073], [3.069, 0.246, 0.984], [2.108, 1.514, 1.636], [1.709, -0.303, -0.722], [1.942, 1.673, -1.982], [3.139, 1.658, -0.672], [1.696, 2.710, -0.578], [-2.711, 1.932, -0.493], [-4.746, -2.256, -0.273], [-5.185, -2.130, -1.837], [-5.317, -0.049, 0.672], [-1.591, -0.201, 2.779], [-2.882, 0.418, 1.981], [-1.069, -2.381, 2.614], [1.494, -2.628, -0.716], [-1.173, -3.744, -1.667], [-1.816, 0.583, -7.135], [-2.216, -1.069, -6.650], [-3.238, 1.631, -7.170], [-1.109, 0.985, -6.418], [-1.385, 0.553, -8.128], [-3.737, 4.710, 1.447], [-2.222, 4.949, 0.573], [-4.370, 3.068, 1.276], [-3.563, 4.908, 2.497], [-4.473, 5.393, 1.042], [5.801, -1.613, -1.006], [6.370, -1.514, 0.664], [4.034, -1.648, -1.098], [6.146, -0.737, -1.542], [6.186, -2.520, -1.453], [3.972, 0.076, 5.769], [2.687, -1.111, 5.517], [4.223, 1.092, 4.343], [3.696, 0.711, 6.602], [4.892, -0.456, 5.977]], "nbo_charge": [-0.62, -0.42, -0.40, -0.22, -0.61, -0.12, -0.02, 0.69, -0.49, -0.79, -0.24, 0.06, 1.28, -1.15, -1.03, -0.77, 1.33, -1.19, -1.00, 2.38, -1.10, -1.00, -0.97, 0.21, 0.22, 0.20, 0.21, 0.18, 0.21, 0.21, 0.23, 0.23, 0.20, 0.21, 0.42, 0.39, 0.38, 0.50, 0.38, 0.42, 0.50, 0.52, 0.52, -0.40, -0.02, -0.02, 0.23, 0.22, -0.40, -0.01, -0.02, 0.22, 0.22, -0.39, -0.02, -0.03, 0.23, 0.22, -0.39, -0.02, -0.02, 0.22, 0.22], "orbital_gap_ev": 8.4, "energy_ha": -10981.5813, "homo_energy_ev": -8.10}